1.
A cluster of 13 separate species, C52H84BN12O8 in total at a distorted geometry. Source: OMol25; level of theory: ωB97M-V/def2-TZVPD.

```
157
C52H84BN12O8 (ωB97M-V/def2-TZVPD)
O 1.31 -1.99 3.53
C 0.70 -1.71 2.58
O 1.09 -0.94 1.59
B 0.00 -0.81 0.61
O -1.11 -1.59 1.14
C -0.74 -2.17 2.28
O -1.38 -2.89 2.96
O 0.45 -1.32 -0.69
C 0.51 -0.35 -1.59
O 0.95 -0.45 -2.68
C -0.10 0.92 -0.91
O -0.32 0.61 0.37
O -0.38 1.95 -1.42
C -1.90 3.31 4.69
C -0.92 2.40 4.01
C -1.34 0.93 4.06
C -1.25 0.35 5.41
N -1.19 -0.08 6.48
H -2.07 3.04 5.73
H -2.83 3.37 4.11
H -1.50 4.33 4.70
H 0.11 2.56 4.36
H -0.86 2.69 2.96
H -0.65 0.33 3.45
H -2.35 0.81 3.66
C -5.22 -2.75 4.42
C -4.38 -1.86 3.54
C -4.59 -2.07 2.05
C -4.60 -3.47 1.65
N -4.63 -4.56 1.32
H -5.10 -3.79 4.13
H -6.28 -2.50 4.29
H -4.92 -2.66 5.46
H -3.33 -2.06 3.76
H -4.57 -0.81 3.78
H -3.79 -1.56 1.50
H -5.53 -1.62 1.72
C 5.01 -0.72 6.03
C 3.70 -1.30 5.54
C 2.48 -0.56 6.12
C 2.39 0.81 5.65
N 2.30 1.90 5.26
H 5.12 0.32 5.72
H 5.86 -1.29 5.65
H 5.07 -0.77 7.13
H 3.62 -2.36 5.80
H 3.66 -1.26 4.46
H 2.54 -0.56 7.21
H 1.54 -1.04 5.83
C -1.47 2.28 -5.69
C -1.40 2.52 -7.19
C -1.88 1.32 -7.97
C -3.24 0.91 -7.59
N -4.30 0.63 -7.31
H -0.88 1.41 -5.40
H -2.50 2.12 -5.38
H -1.08 3.13 -5.13
H -0.36 2.69 -7.49
H -1.92 3.44 -7.47
H -1.22 0.47 -7.78
H -1.85 1.49 -9.05
C 4.97 2.71 -5.49
C 4.55 1.31 -5.10
C 3.39 1.27 -4.12
C 3.72 1.83 -2.82
N 3.96 2.29 -1.78
H 5.44 3.22 -4.64
H 4.12 3.27 -5.85
H 5.72 2.66 -6.28
H 5.38 0.71 -4.72
H 4.21 0.77 -5.99
H 2.98 0.27 -4.00
H 2.55 1.86 -4.50
C 0.70 7.18 -1.93
C 1.30 5.86 -1.49
C 0.84 4.66 -2.29
C 1.05 4.79 -3.72
N 1.21 4.87 -4.85
H -0.36 7.26 -1.68
H 0.80 7.31 -3.01
H 1.21 8.02 -1.47
H 1.04 5.68 -0.44
H 2.39 5.92 -1.52
H -0.21 4.43 -2.10
H 1.38 3.77 -1.97
C 0.50 -5.74 6.59
C 0.39 -4.47 5.76
C -0.72 -3.54 6.25
C -2.02 -4.20 6.28
N -3.01 -4.78 6.23
H 1.44 -6.26 6.37
H -0.30 -6.43 6.32
H 0.43 -5.54 7.66
H 0.24 -4.72 4.71
H 1.30 -3.86 5.82
H -0.80 -2.69 5.57
H -0.45 -3.14 7.23
C 5.69 0.27 2.04
C 4.24 0.01 1.75
C 3.92 -0.02 0.26
C 4.70 -1.02 -0.48
N 5.30 -1.80 -1.06
H 6.10 1.03 1.37
H 6.28 -0.64 1.92
H 5.81 0.62 3.07
H 3.66 0.84 2.17
H 3.91 -0.87 2.30
H 4.10 0.96 -0.19
H 2.87 -0.29 0.12
C -3.50 -0.49 -1.74
C -3.46 0.77 -2.62
C -4.58 0.80 -3.66
C -5.90 0.64 -3.06
N -6.95 0.52 -2.59
H -4.45 -0.60 -1.21
H -2.71 -0.46 -0.97
H -3.34 -1.39 -2.34
H -2.52 0.76 -3.16
H -3.46 1.68 -2.01
H -4.44 -0.01 -4.38
H -4.56 1.74 -4.22
C -2.92 -4.76 -1.78
C -1.82 -3.95 -1.10
C -0.56 -4.73 -0.82
C 0.18 -5.07 -2.02
N 0.85 -5.33 -2.93
H -3.84 -4.18 -1.86
H -3.14 -5.65 -1.18
H -2.60 -5.14 -2.76
H -2.25 -3.67 -0.13
H -1.62 -3.02 -1.62
H -0.77 -5.66 -0.31
H 0.12 -4.13 -0.21
C 5.03 -2.31 -4.11
C 3.71 -2.59 -3.47
C 2.60 -2.99 -4.49
C 2.46 -2.04 -5.59
N 2.35 -1.32 -6.48
H 5.33 -3.16 -4.73
H 5.76 -2.19 -3.31
H 5.00 -1.42 -4.74
H 3.36 -1.72 -2.90
H 3.81 -3.41 -2.76
H 1.62 -3.08 -4.02
H 2.84 -3.96 -4.92
C -4.43 4.69 0.34
C -3.02 4.60 0.83
C -2.36 3.25 0.61
C -3.12 2.15 1.16
N -3.75 1.27 1.53
H -4.52 4.42 -0.71
H -4.82 5.69 0.51
H -5.08 4.03 0.92
H -2.95 4.89 1.89
H -2.38 5.36 0.36
H -1.34 3.24 0.98
H -2.23 3.10 -0.47
```

Calculated values
- HOMO-LUMO gap: 10.52 eV
- ΔE to the lowest compared entry with this formula, charge and spin: 0.000 eV
- HOMO energy: -8.63 eV
- Net charge: -1
- Lowest unoccupied orbital energy: 1.89 eV
- Calculated total energy: -90232.850 eV

2.
A cluster of 10 separate species, C52H88BF6N16O8P in total at a distorted geometry. Source: OMol25; level of theory: ωB97M-V/def2-TZVPD.

```
172
C52H88BF6N16O8P (ωB97M-V/def2-TZVPD)
O 1.32 -0.61 1.46
C 0.25 -0.35 0.96
O 0.06 -0.34 -0.33
B -1.25 0.26 -0.68
O -1.78 0.74 0.60
C -1.03 0.32 1.61
O -1.26 0.52 2.77
O -2.13 -0.77 -1.33
C -2.44 -0.39 -2.56
O -3.08 -1.06 -3.32
C -1.79 0.98 -2.81
O -1.18 1.33 -1.69
O -1.95 1.67 -3.76
C -1.02 -2.86 3.52
C -0.17 -3.49 4.63
N 0.50 -2.47 5.42
C 1.80 -2.04 5.36
C 1.93 -1.06 6.28
N 0.77 -0.99 7.01
C -0.13 -1.76 6.38
C 0.52 -0.19 8.20
H -1.40 -1.90 3.85
H -1.71 -3.55 3.05
H -0.24 -2.71 2.77
H 0.60 -4.16 4.23
H -0.77 -4.12 5.27
H 2.45 -2.53 4.65
H 2.78 -0.52 6.65
H -1.16 -1.89 6.65
H 1.29 -0.40 8.95
H -0.43 -0.42 8.66
H 0.60 0.86 7.91
C -4.00 3.97 1.89
C -3.36 5.16 1.23
N -3.30 4.95 -0.23
C -2.44 4.10 -0.88
C -2.60 4.41 -2.20
N -3.60 5.34 -2.37
C -3.97 5.69 -1.10
C -4.19 5.85 -3.56
H -5.08 3.89 1.79
H -3.76 3.92 2.95
H -3.59 3.01 1.55
H -2.36 5.45 1.55
H -3.97 6.04 1.44
H -1.79 3.37 -0.44
H -2.01 4.06 -3.04
H -4.85 6.29 -0.94
H -4.81 5.09 -4.06
H -3.46 6.16 -4.31
H -4.82 6.71 -3.32
C 0.03 -8.87 0.44
C -0.64 -7.57 0.98
N -0.73 -6.57 -0.05
C 0.34 -5.95 -0.63
C -0.13 -5.01 -1.49
N -1.51 -4.98 -1.34
C -1.84 -5.97 -0.49
C -2.42 -4.12 -2.10
H 1.03 -8.57 0.14
H -0.65 -9.34 -0.27
H 0.24 -9.56 1.26
H -0.03 -7.23 1.82
H -1.62 -7.74 1.44
H 1.32 -6.33 -0.45
H 0.20 -4.21 -2.13
H -2.83 -6.37 -0.32
H -2.79 -3.41 -1.36
H -3.16 -4.70 -2.65
H -1.94 -3.48 -2.84
C -2.06 1.69 6.00
C -1.37 2.81 5.20
N 0.05 2.96 5.56
C 1.08 2.37 4.90
C 2.20 2.57 5.62
N 1.88 3.43 6.63
C 0.54 3.57 6.67
C 2.89 3.85 7.63
H -1.35 0.89 6.20
H -2.92 1.33 5.44
H -2.33 2.11 6.97
H -1.88 3.76 5.34
H -1.37 2.62 4.13
H 0.94 1.74 4.04
H 3.17 2.24 5.30
H -0.05 3.98 7.48
H 3.64 4.45 7.12
H 3.44 3.04 8.11
H 2.42 4.50 8.36
C 3.77 -0.63 -1.09
C 5.07 -1.37 -1.49
N 5.78 -0.76 -2.61
C 5.46 -0.90 -3.94
C 6.42 -0.21 -4.62
N 7.36 0.24 -3.74
C 6.95 -0.12 -2.50
C 8.45 1.17 -4.10
H 3.06 -0.46 -1.90
H 3.98 0.38 -0.75
H 3.31 -1.25 -0.32
H 4.76 -2.36 -1.82
H 5.71 -1.54 -0.62
H 4.53 -1.40 -4.16
H 6.45 0.00 -5.68
H 7.55 0.11 -1.64
H 9.29 0.59 -4.45
H 8.69 1.84 -3.28
H 8.07 1.76 -4.93
C 5.37 0.13 2.03
C 6.21 -0.65 3.08
N 7.42 -0.03 3.60
C 7.65 0.35 4.89
C 8.87 0.98 4.91
N 9.30 1.06 3.61
C 8.44 0.39 2.83
C 10.50 1.80 3.20
H 5.27 1.16 2.38
H 4.35 -0.24 2.01
H 5.83 0.21 1.05
H 6.41 -1.67 2.76
H 5.54 -0.79 3.93
H 7.00 -0.11 5.62
H 9.45 1.45 5.70
H 8.33 0.48 1.76
H 11.09 1.14 2.55
H 11.17 1.92 4.05
H 10.18 2.64 2.59
C 2.37 -0.03 -4.91
C 1.19 0.71 -5.50
N 0.15 -0.19 -6.03
C -0.89 0.25 -6.83
C -1.69 -0.81 -7.09
N -1.04 -1.95 -6.64
C -0.07 -1.48 -5.82
C -1.53 -3.31 -6.74
H 2.02 -0.57 -4.02
H 3.14 0.64 -4.51
H 2.84 -0.75 -5.57
H 1.54 1.18 -6.42
H 0.64 1.45 -4.93
H -1.08 1.32 -6.87
H -2.67 -0.83 -7.53
H 0.64 -2.05 -5.23
H -2.58 -3.25 -7.02
H -1.48 -3.68 -5.72
H -0.94 -3.92 -7.42
C -10.54 1.62 -2.89
C -10.84 0.22 -2.36
N -9.63 -0.53 -1.94
C -9.66 -1.52 -1.00
C -8.48 -2.18 -1.08
N -7.75 -1.62 -2.08
C -8.50 -0.62 -2.64
C -6.45 -2.11 -2.54
H -9.74 2.10 -2.31
H -11.42 2.25 -2.78
H -10.25 1.66 -3.93
H -11.16 -0.34 -3.24
H -11.63 0.11 -1.62
H -10.54 -1.64 -0.39
H -8.10 -3.02 -0.53
H -8.16 0.04 -3.43
H -6.38 -3.17 -2.33
H -5.62 -1.49 -2.22
H -6.38 -2.08 -3.63
P -0.89 4.42 -6.31
F -1.95 3.27 -6.76
F -2.06 4.96 -5.31
F -0.32 3.48 -5.06
F 0.22 5.56 -5.97
F 0.25 3.69 -7.21
F -1.37 5.38 -7.51
```

Calculated values
- HOMO-LUMO gap: 8.38 eV
- HOMO energy: -19.05 eV
- Net charge: +6
- Lowest unoccupied orbital energy: -10.68 eV
- Calculated total energy: -121796.621 eV

> Which value of lowest unoccupied orbital energy does entry 1 give?

1.89 eV